Entry 1:
C35H50IrN2O4P3S4 | wB97M-V/def2-TZVPD

Each line ends with the Löwdin spin population.
Element x y z (Å)
Ir1 -0.4065 0.3825 -0.1681  1.636
C1 0.7454 -0.8832 -5.3195  0.002
C2 -0.2876 -1.9085 -4.7885  0.013
C3 -0.2320 -3.2577 -5.5415  0.002
P1 -0.1769 -1.9296 -2.9719  0.042
C4 -0.7364 -3.5979 -2.3262  0.006
C5 -2.2790 -3.7058 -2.3739  0.002
C6 -0.2298 -3.7924 -0.8963  0.006
C7 1.5937 -1.8740 -2.5818  0.013
C8 2.3915 -2.8691 -3.1132  0.000
C9 3.7637 -2.7333 -3.2497  0.010
C10 4.3533 -1.5607 -2.7729  0.001
C11 3.5409 -0.5495 -2.2538  0.011
C12 2.1877 -0.7933 -1.8726  0.010
N1 1.5761 0.0302 -0.9011  0.097
C13 2.4193 0.8516 -0.1338  0.039
C14 3.5872 0.3702 0.5113  0.015
C15 4.1694 1.1492 1.5138  0.017
C16 3.6440 2.4070 1.8233  0.027
C17 2.5463 2.8991 1.1494  0.005
C18 1.8596 2.0994 0.2182  0.060
P2 0.1499 2.4877 -0.3721  0.177
C19 0.3087 3.5011 -1.9382  0.051
C20 -0.9663 3.9262 -2.6812  0.002
C21 1.2433 2.7591 -2.8710  0.001
C22 -0.4763 3.7794 0.8240  0.019
C23 -0.2023 3.3650 2.2370  0.003
C24 -1.9468 4.1273 0.5748  0.003
H1 0.4617 -0.6422 -6.3366  0.000
H2 1.7700 -1.2927 -5.2882  0.000
H3 0.7008 0.0137 -4.6728  0.001
H4 -1.2304 -1.4553 -5.1119  0.004
H5 0.7155 -3.7735 -5.3377  0.000
H6 -0.2973 -3.0116 -6.6110  0.000
H7 -1.1147 -3.8326 -5.2167  0.000
H8 -0.3298 -4.3727 -3.0076  0.001
H9 -2.8064 -2.9399 -1.8153  0.001
H10 -2.5145 -4.7206 -1.9827  0.000
H11 -2.6271 -3.6496 -3.4260  0.000
H12 -0.2191 -2.8592 -0.3211  0.008
H13 0.7941 -4.2021 -0.9113  0.000
H14 -0.9301 -4.4807 -0.3909  0.000
H15 1.9190 -3.7678 -3.4676  0.000
H16 4.3663 -3.4811 -3.7413  0.001
H17 5.4643 -1.4090 -2.8134  0.000
H18 4.0213 0.3544 -1.9178  0.001
H19 3.9762 -0.6150 0.2473  0.000
H20 5.0174 0.7336 2.0904  0.000
H21 4.0324 2.9668 2.6786  0.001
H22 2.2702 3.9498 1.2846  0.000
H23 0.8009 4.4297 -1.6664  0.008
H24 -1.7224 3.1052 -2.7318  0.001
H25 -0.6718 4.2216 -3.6835  0.000
H26 -1.4754 4.7462 -2.1720  0.000
H27 0.7259 1.8917 -3.3116  0.000
H28 2.1915 2.4209 -2.4171  0.000
H29 1.5180 3.4832 -3.6644  0.001
H30 0.0901 4.6820 0.6319  0.004
H31 -0.1283 2.2803 2.4428  0.002
H32 -1.0173 3.7212 2.9190  0.000
H33 0.7210 3.8149 2.6457  0.000
H34 -2.3775 4.4785 1.5263  0.000
H35 -2.5000 3.2253 0.2909  0.001
H36 -2.1062 4.8904 -0.2103  0.000
C25 -5.2634 -1.0406 -1.5311  0.001
C26 -4.5807 0.1049 -0.7622  0.002
O1 -3.6504 -0.5671 0.1986  0.026
P3 -2.4063 0.2310 0.7902  0.070
S1 -1.7156 -1.3818 2.3622  0.146
S2 -1.3618 -0.3946 -2.3630  0.230
O2 -3.0018 1.2450 1.8834  0.008
C27 -4.0539 1.0903 2.9554  0.002
C28 -3.4346 1.4450 4.2952  0.000
H37 -6.1055 -0.6712 -2.1208  0.000
H38 -5.7024 -1.7824 -0.8513  0.000
H39 -4.4987 -1.5043 -2.1936  0.000
H40 -5.2669 0.7664 -0.2119  0.000
H41 -3.9435 0.7208 -1.4223  0.000
H42 -4.4411 0.0700 2.8774  0.001
H43 -4.8563 1.7420 2.6377  0.000
H44 -2.3639 1.1277 4.3193  0.000
H45 -3.9423 0.9742 5.1513  0.000
H46 -3.4891 2.5164 4.4935  0.000
O3 0.4273 1.8423 6.0327  0.028
S3 1.5392 1.2144 5.3464  0.029
O4 2.7688 1.9342 5.1744  0.029
N2 0.8780 0.9371 3.7834  0.270
C29 0.8141 -0.3232 3.5497  0.270
S4 0.2382 -1.0158 1.8859  0.268
C30 1.2611 -1.2473 4.5894  0.075
C31 1.2385 -2.6754 4.6030  0.061
C32 1.6920 -3.3021 5.7660  0.008
C33 2.1263 -2.5584 6.8765  0.080
C34 2.1503 -1.1854 6.8775  0.000
C35 1.7077 -0.5845 5.7221  0.084
H47 0.8705 -3.2415 3.7846  0.006
H48 1.7671 -4.3891 5.8122  -0.001
H49 2.4892 -3.1286 7.7136  0.005
H50 2.4815 -0.5518 7.7196  -0.002

As for the spin multiplicity: 5. The value obtained for the HOMO-LUMO gap (spin up / spin down) is 4.57 / 4.89 eV. For the HOMO energy (spin up / spin down), the calculation gives -4.42 / -7.28 eV. The calculation puts the lowest unoccupied orbital energy (spin up / spin down) at 0.0055 / -0.0877 Eh. Its charge is 0.

=====

Entry 2:
C35H50N10O5SSb2Ti | wB97M-V/def2-TZVPD

Each line ends with the Löwdin spin population.
Element x y z (Å)
Ti1 0.0297 -0.9678 0.4099  0.878
C1 3.6273 -0.4311 -2.5865  0.000
Sb1 2.0417 0.8317 -1.7302  -0.001
C2 2.3280 2.3053 -3.3204  -0.001
C3 3.5584 1.7912 -0.4381  0.000
C4 3.8456 3.2723 -0.5039  0.000
C5 4.9805 3.6288 -1.2412  0.000
C6 5.4607 4.9240 -1.2915  0.000
C7 4.8097 5.9181 -0.5869  0.000
C8 3.6760 5.6014 0.1342  0.000
C9 3.1626 4.3033 0.1915  0.000
C10 1.9187 4.1134 0.9744  0.000
Sb2 0.1656 4.0249 -0.3307  0.000
C11 -1.0343 5.4218 0.8473  0.000
C12 0.9153 5.6497 -1.5707  0.000
H1 4.1168 -1.0186 -1.8081  0.000
H2 4.3612 0.2203 -3.0587  0.000
H3 3.2252 -1.1062 -3.3438  0.000
H4 3.2585 2.8481 -3.1678  0.000
H5 1.5025 3.0156 -3.3464  0.000
H6 2.3719 1.7887 -4.2786  0.000
H7 4.4753 1.2682 -0.7106  0.000
H8 3.2764 1.4900 0.5607  0.000
H9 5.5234 2.8489 -1.7635  0.000
H10 6.3528 5.1521 -1.8594  0.000
H11 5.1848 6.9328 -0.5919  0.000
H12 3.1671 6.3827 0.6864  0.000
H13 1.7482 4.9648 1.6324  0.000
H14 1.9292 3.2081 1.5667  0.000
H15 -0.3893 6.0721 1.4350  0.000
H16 -1.7146 4.8923 1.5110  0.000
H17 -1.6175 6.0335 0.1604  0.000
H18 1.8725 5.3803 -2.0123  0.000
H19 1.0475 6.5411 -0.9603  0.000
H20 0.2072 5.8703 -2.3691  0.000
C13 -2.1616 1.0997 -2.5280  0.002
C14 -2.2762 0.3268 -1.2510  0.014
O1 -1.2841 -0.2095 -0.7391  0.015
N1 -3.5041 0.1704 -0.7441  0.011
C15 -3.7742 -0.6391 0.4411  0.001
C16 -3.3507 0.0573 1.7155  0.001
C17 -4.2337 0.2364 2.7666  0.000
C18 -3.8068 0.9426 3.8836  0.000
C19 -2.5357 1.4830 3.8750  0.000
C20 -1.7198 1.2526 2.7739  0.000
N2 -2.0985 0.5229 1.7266  0.000
H21 -1.8441 0.4304 -3.3284  0.001
H22 -1.3900 1.8615 -2.4170  0.000
H23 -3.0968 1.5739 -2.8161  0.000
H24 -4.2468 0.7540 -1.0914  0.001
H25 -3.2175 -1.5702 0.3272  0.000
H26 -4.8391 -0.8606 0.4732  0.000
H27 -5.2378 -0.1632 2.7153  0.000
H28 -4.4685 1.0811 4.7278  0.000
H29 -2.1666 2.0777 4.6978  0.000
H30 -0.7212 1.6527 2.7458  0.000
C21 4.3041 -4.4407 -0.7680  0.001
N3 3.6277 -3.3735 -0.0456  0.008
C22 4.1162 -3.0459 1.2907  0.001
C23 2.4726 -2.8366 -0.4927  0.010
N4 1.8144 -1.8985 0.1038  0.001
N5 2.0287 -3.3078 -1.7145  0.003
C24 0.9781 -2.7742 -2.4278  0.000
N6 0.9878 -3.0985 -3.7486  0.000
N7 0.1116 -2.0102 -1.8680  -0.002
H31 5.2076 -4.7069 -0.2306  0.000
H32 4.6052 -4.1174 -1.7683  0.000
H33 3.6892 -5.3418 -0.8411  0.000
H34 5.1492 -3.3692 1.3743  0.000
H35 3.5211 -3.5483 2.0582  0.000
H36 4.0864 -1.9765 1.4817  0.000
H37 2.3170 -1.5114 0.9113  0.000
H38 2.6124 -3.9627 -2.2034  0.000
H39 1.4797 -3.9170 -4.0724  0.000
H40 0.2273 -2.7806 -4.3222  0.000
H41 -0.5933 -1.7076 -2.5311  0.000
O2 0.5407 -1.1243 2.2977  -0.003
S1 1.3912 0.1329 2.2609  0.005
O3 1.1858 1.0040 3.3714  0.000
O4 0.7915 0.6915 0.9644  0.020
O5 2.7693 -0.2563 2.0383  0.001
C25 -2.2120 -3.7078 2.8745  -0.001
C26 -1.5785 -2.6653 2.2376  0.011
N8 -1.1863 -2.7075 0.9455  0.001
C27 -1.5222 -3.8157 0.2481  0.012
C28 -2.2713 -4.8811 0.7841  -0.001
C29 -2.5647 -4.8200 2.1545  0.012
C30 -2.9558 -5.9345 0.0322  0.001
C31 -2.7660 -6.5215 -1.1621  -0.002
C32 -1.5653 -6.6486 -1.9621  0.000
C33 -1.6353 -7.0319 -3.3090  0.000
C34 -0.4486 -7.1567 -3.9964  0.000
N9 0.7389 -7.0412 -3.3932  0.000
C35 0.6887 -6.8199 -2.0842  0.000
N10 -0.3729 -6.5482 -1.3559  0.000
H42 -2.4474 -3.6215 3.9258  0.000
H43 -1.3556 -1.7620 2.7811  0.001
H44 -1.2530 -3.8206 -0.7982  0.000
H45 -3.0703 -5.6508 2.6293  0.001
H46 -3.8551 -6.2582 0.5464  0.000
H47 -3.6017 -7.0968 -1.5447  0.000
H48 -2.5880 -7.2013 -3.7898  0.000
H49 -0.4170 -7.3722 -5.0580  0.000
H50 1.6296 -6.8691 -1.5490  0.000

For the energy above the lowest of the compared OMol25 structures with the same formula, charge and spin, the calculation gives 31.9 kcal/mol. As for the spin multiplicity: 2. The value obtained for the HOMO-LUMO gap (spin up / spin down) is 6.32 / 6.34 eV. For the HOMO energy (spin up / spin down), the calculation gives -9.38 / -9.38 eV. The calculation puts the lowest unoccupied orbital energy (spin up / spin down) at -0.1122 / -0.1117 Eh. Its charge is +1.

=====

Number 1: total energy -4495.18909 hartree. Number 2: total energy -4015.55105 hartree.